# 1
Below is a 2-piece molecular cluster, C6H12 overall, with properties calculated with wB97M-V/def2-TZVPD.

E_HOMO = -0.351 Eh
2S+1 = 1
E = -6414.94157 eV
Orbital gap = 10.80 eV
SMILES string = C=CCC.C=C

Each line ends with the Mulliken charge.
Positions of all 18 atoms, in Å:
C -1.527 1.496 0.429  -0.961
C -0.307 1.326 0.932  -0.043
C 0.932 1.025 0.133  -0.172
C 1.840 0.004 0.828  -1.313
H -2.383 1.708 1.066  0.261
H -1.721 1.421 -0.640  0.321
H -0.171 1.396 2.013  0.306
H 0.643 0.667 -0.861  0.264
H 1.498 1.955 -0.019  0.303
H 1.257 -0.820 1.257  0.323
H 2.401 0.467 1.648  0.379
H 2.565 -0.428 0.130  0.337
C -1.446 -1.447 -1.075  -0.517
C -0.236 -1.970 -1.232  -0.459
H -1.798 -1.113 -0.103  0.307
H -2.124 -1.304 -1.913  0.231
H 0.440 -2.095 -0.390  0.203
H 0.135 -2.289 -2.203  0.231


# 2
Below is C4H4O5S as an isolated structure, with properties calculated with wB97M-V/def2-TZVPD.

E_HOMO = -0.368 Eh
2S+1 = 1
E = -25283.06912 eV
Orbital gap = 9.08 eV

Each line ends with the Mulliken charge.
Positions of all 14 atoms, in Å:
C 0.956 1.836 0.665  0.086
C 0.825 -0.445 -0.534  0.901
C 0.894 1.001 -0.634  0.301
C -0.578 -0.861 -0.360  -1.074
O 0.780 1.386 1.744  -0.433
O 1.779 -1.147 -0.845  -0.583
O 4.001 -1.173 0.703  -0.385
O 3.196 0.993 0.062  -0.449
O 0.940 1.515 -1.713  -0.503
S 3.823 -0.237 -0.317  0.745
H 1.303 2.860 0.558  0.412
H -0.836 -0.217 0.571  0.325
H -0.838 -1.957 -0.086  0.305
H -1.134 -0.617 -1.218  0.352


# 3
Below is one molecule with the formula H5NP2S2, with properties calculated with wB97M-V/def2-TZVPD.

E_HOMO = -0.334 Eh
2S+1 = 1
E = -41818.75996 eV
Orbital gap = 9.50 eV
SMILES string = S=[PH2]NPS

Each line ends with the Mulliken charge.
Positions of all 10 atoms, in Å:
S 3.018 -0.650 -0.032  -0.371
P 1.476 0.334 -0.524  0.263
N 0.100 -0.074 0.453  -0.289
P -1.443 0.465 0.720  -0.024
S -2.660 -0.990 -0.211  -0.256
H 1.187 0.529 -1.917  0.086
H 1.448 1.726 -0.153  0.065
H 0.456 -1.102 0.985  0.308
H -1.408 0.140 2.029  0.056
H -2.175 -0.377 -1.349  0.162


# 4
Below is one molecule with the formula C5H7NO, with properties calculated with wB97M-V/def2-TZVPD.

E_HOMO = -0.353 Eh
2S+1 = 1
E = -8833.22664 eV
Orbital gap = 10.49 eV
SMILES string = C/N=C/C#CCO

Each line ends with the Mulliken charge.
Positions of all 14 atoms, in Å:
C 1.763 -1.239 -2.323  -0.638
N 1.115 -0.367 -1.370  -0.373
C 0.855 -0.849 -0.227  -0.226
C 0.059 -0.102 0.716  0.325
C -0.768 0.453 1.399  0.060
C -1.823 1.221 2.078  -0.570
O -2.359 2.231 1.249  -0.514
H 1.034 -1.414 -3.119  0.239
H 2.054 -2.224 -1.927  0.293
H 2.640 -0.739 -2.754  0.238
H 1.153 -1.869 0.057  0.304
H -1.440 1.613 3.033  0.270
H -2.658 0.553 2.315  0.270
H -1.625 2.734 0.872  0.321


# 5
Below is C20H23ClN2OPTb as an isolated structure, with properties calculated with wB97M-V/def2-TZVPD.

E_HOMO (spin up / spin down) = -0.533 / -0.531 Eh
Net charge = +2
⟨S²⟩ = 12.144
2S+1 = 7
E = -70371.38320 eV
Orbital gap (spin up / spin down) = 6.24 / 7.70 eV

Each line ends with the Mulliken charge.
Positions of all 49 atoms, in Å:
Tb -0.259 -0.730 0.043  0.735
Cl -0.062 1.145 1.643  -0.392
P 0.228 -0.083 -2.503  0.685
C -1.235 -0.891 -3.246  0.819
C -1.053 -1.742 -4.345  -0.960
C -2.159 -2.349 -4.938  -0.653
C -3.442 -2.138 -4.417  -0.512
C -3.609 -1.347 -3.274  -0.758
C -2.513 -0.726 -2.668  -0.301
C -0.033 1.716 -2.703  0.729
C 0.723 2.591 -1.896  -0.407
C 0.455 3.961 -1.912  -0.744
C -0.582 4.449 -2.728  -0.435
C -1.355 3.582 -3.505  -0.775
C -1.087 2.213 -3.484  -0.144
C 1.722 -0.465 -3.394  0.785
C 2.774 -1.152 -2.746  -0.320
C 3.977 -1.318 -3.436  -0.638
C 4.111 -0.813 -4.741  -0.549
C 3.052 -0.147 -5.369  -0.761
C 1.848 0.032 -4.692  -0.256
H 1.495 2.191 -1.223  0.287
H 1.055 4.637 -1.299  0.420
H -0.786 5.510 -2.749  0.423
H -2.164 3.958 -4.130  0.416
H -1.702 1.515 -4.046  0.430
H -0.038 -1.901 -4.725  0.676
H -2.009 -2.984 -5.811  0.454
H -4.303 -2.600 -4.899  0.423
H -4.607 -1.185 -2.874  0.445
H -2.671 -0.055 -1.810  0.422
H 2.648 -1.543 -1.726  -0.158
H 4.805 -1.848 -2.948  0.412
H 5.057 -0.956 -5.269  0.414
H 3.153 0.230 -6.383  0.433
H 1.010 0.556 -5.146  0.485
H -0.242 -4.370 -3.718  0.061
H 0.498 -4.161 -3.642  -0.050
C 1.304 -2.151 1.364  -0.169
N 0.479 -3.377 1.510  -0.171
C -0.835 -3.345 1.301  0.806
N -1.611 -4.389 1.626  -0.394
O -1.431 -2.321 0.787  -0.608
H 1.419 -1.905 0.247  -0.219
H 2.326 -2.252 1.736  0.502
H 0.831 -1.299 1.930  0.371
H 0.871 -4.268 1.816  0.259
H -2.596 -4.344 1.375  0.274
H -1.156 -5.263 1.857  0.207


# 6
Below is C8H12InN2P as an isolated structure, with properties calculated with wB97M-V/def2-TZVPD.

E_HOMO (spin up / spin down) = -0.147 / -0.145 Eh
2S+1 = 1
E = -25925.70512 eV
Orbital gap (spin up / spin down) = 4.35 / 4.13 eV

Each line ends with the Mulliken charge.
Positions of all 24 atoms, in Å:
C -0.592 0.054 -3.007  -0.539
C -1.407 1.035 -2.329  -0.264
C -0.526 1.973 -1.662  -0.568
C 0.833 1.567 -1.934  -0.421
C 0.787 0.378 -2.764  -0.393
In -0.216 -0.134 -0.494  -0.458
P -0.269 -2.589 -0.278  0.050
H -0.968 -0.835 -3.548  0.428
H -2.502 1.089 -2.346  0.359
H -0.837 2.828 -1.044  0.392
H 1.663 -0.168 -3.143  0.339
H 1.741 2.084 -1.605  0.430
H 0.890 -3.174 -0.764  0.013
H -1.374 -3.142 -0.906  0.108
H -0.357 -2.803 1.094  0.037
N -0.661 -0.381 2.380  0.163
C -0.146 -0.090 3.575  -0.087
C 1.039 0.615 3.328  -0.966
C 1.211 0.696 1.962  -0.085
N 0.142 0.081 1.409  0.019
H -1.503 -0.911 2.165  0.149
H -0.622 -0.352 4.499  0.468
H 1.688 1.021 4.050  0.389
H 1.985 1.159 1.363  0.437


# 7
Below is a 3-piece molecular cluster, C4H12NO2 overall, with properties calculated with wB97M-V/def2-TZVPD.

E_HOMO = -0.499 Eh
Net charge = +1
2S+1 = 1
E = -9918.50734 eV
Orbital gap = 8.31 eV

Each line ends with the Mulliken charge.
Positions of all 19 atoms, in Å:
C -1.143 -0.883 -1.563  -1.197
C -1.132 0.168 -0.485  0.846
C -2.251 0.949 -0.207  -0.785
C 1.155 -0.407 0.273  -0.389
N 0.070 0.381 0.366  0.036
H -0.733 -1.823 -1.144  0.337
H -2.138 -1.200 -1.850  0.364
H -0.494 -0.558 -2.464  0.287
H -2.385 1.601 0.661  0.206
H -3.137 0.814 -0.852  0.268
H 2.074 0.093 0.235  0.317
H 1.278 -1.419 0.007  0.388
H 0.246 1.174 1.190  0.346
H 3.041 -2.342 -1.307  0.337
H 4.442 -2.005 -0.641  0.320
O 3.438 -1.905 -0.504  -0.650
H -0.176 2.294 3.241  0.310
H -1.469 2.778 2.644  0.307
O -0.687 2.290 2.399  -0.647


# 8
Below is C2H6ORb as an isolated structure, with properties calculated with wB97M-V/def2-TZVPD.

E_HOMO = -0.535 Eh
Net charge = +1
2S+1 = 1
E = -4868.71631 eV
Orbital gap = 10.58 eV

Each line ends with the Mulliken charge.
Positions of all 10 atoms, in Å:
Rb 1.087 -0.837 -3.405  0.987
C -0.222 0.272 1.241  -1.234
C 0.366 -0.005 -0.116  -0.120
O -0.636 0.022 -1.160  -0.538
H -0.638 1.278 1.268  0.322
H 0.544 0.203 2.014  0.338
H -0.995 -0.455 1.495  0.379
H 0.877 -0.976 -0.157  0.271
H 1.095 0.763 -0.387  0.304
H -1.476 -0.267 -0.793  0.291


# 9
Below is one molecule with the formula C6H8ClNS, with properties calculated with wB97M-V/def2-TZVPD.

E_HOMO (spin up / spin down) = -0.299 / -0.282 Eh
2S+1 = 1
E = -31196.04482 eV
Orbital gap (spin up / spin down) = 7.75 / 7.06 eV

Each line ends with the Mulliken charge.
Positions of all 17 atoms, in Å:
C 0.133 -1.641 -1.255  0.297
C 0.147 0.904 -0.088  -0.661
C 1.397 0.263 -0.577  0.439
C 0.976 -1.142 -0.267  0.116
C 1.351 -1.787 1.009  -1.269
C -2.653 1.806 0.019  -0.866
N -0.469 -1.839 -2.233  -0.533
S -1.212 1.460 -1.043  0.055
Cl 2.904 0.840 0.256  -0.217
H -0.163 0.611 0.949  0.258
H 1.656 0.409 -1.597  0.383
H 1.573 -2.816 0.867  0.379
H 0.653 -1.495 1.835  0.254
H 2.207 -1.298 1.386  0.396
H -2.336 2.507 0.779  0.315
H -2.816 0.928 0.569  0.301
H -3.348 2.290 -0.610  0.352


# 10
Below is C36H33BeN2O4S5Te as an isolated structure, with properties calculated with wB97M-V/def2-TZVPD.

E_HOMO = -0.171 Eh
Net charge = -1
2S+1 = 1
E = -110916.91197 eV
Orbital gap = 6.73 eV

Each line ends with the Mulliken charge.
Positions of all 82 atoms, in Å:
Be 2.216 -0.148 -1.227  0.110
C 0.158 -2.744 4.550  -1.703
C 0.719 -1.923 3.417  -0.132
C 1.629 -0.896 3.639  -0.202
C 2.207 -0.174 2.607  0.205
C 3.217 0.869 2.931  -0.045
O 4.232 1.049 2.295  -0.608
C 2.956 1.718 4.149  0.239
C 4.043 2.139 4.910  -0.482
C 3.850 2.966 6.004  -0.570
C 2.571 3.400 6.330  -0.339
C 1.487 2.998 5.563  -0.741
C 1.677 2.149 4.483  -0.126
C 1.852 -0.450 1.261  0.383
O 2.412 0.193 0.299  -0.621
C 0.822 -1.408 1.030  1.302
C 0.327 -2.147 2.109  -0.970
C 0.251 -1.597 -0.312  0.249
N 0.702 -0.973 -1.345  0.123
C 0.134 -1.140 -2.682  -0.788
C -0.529 0.133 -3.186  -1.120
Te -2.405 0.581 -2.254  0.316
C -3.346 -0.706 -3.699  -0.324
C -3.737 -1.999 -3.366  0.172
C -4.319 -2.837 -4.311  -0.605
C -4.515 -2.391 -5.609  -0.394
C -4.131 -1.102 -5.955  -0.566
C -3.558 -0.267 -5.006  -0.294
C -0.877 -2.579 -0.402  -0.054
C -2.110 -2.300 0.176  -0.188
C -3.115 -3.256 0.164  -1.099
C -2.896 -4.492 -0.430  -0.447
C -1.668 -4.770 -1.014  -0.879
C -0.660 -3.816 -0.997  0.147
H 0.578 -2.425 5.504  0.380
H 0.387 -3.804 4.424  0.355
H -0.928 -2.649 4.616  0.327
H 1.920 -0.667 4.659  0.376
H 5.034 1.816 4.619  0.431
H 4.698 3.283 6.598  0.381
H 2.420 4.056 7.177  0.375
H 0.491 3.349 5.803  0.396
H 0.834 1.834 3.880  0.583
H -0.407 -2.920 1.923  0.620
H -0.578 -1.963 -2.738  0.358
H 0.982 -1.386 -3.331  0.350
H -0.747 0.020 -4.247  0.738
H 0.099 1.006 -3.048  0.188
H -3.574 -2.362 -2.360  0.228
H -4.610 -3.842 -4.030  0.399
H -4.963 -3.043 -6.348  0.361
H -4.285 -0.743 -6.965  0.366
H -3.275 0.742 -5.283  0.401
H -2.278 -1.332 0.629  0.750
H -4.074 -3.031 0.613  0.415
H -3.682 -5.236 -0.440  0.391
H -1.491 -5.730 -1.481  0.396
H 0.306 -4.030 -1.439  0.529
N 2.459 1.481 -1.914  -0.048
C 3.360 1.476 -3.077  -0.617
C 4.626 0.699 -2.744  -0.572
C 4.381 -0.797 -2.530  0.588
O 5.220 -1.606 -2.874  -0.722
O 3.241 -1.103 -1.986  -0.559
H 1.610 2.025 -2.062  0.137
H 2.906 1.938 -1.120  0.338
H 3.603 2.495 -3.389  0.486
H 2.833 0.992 -3.903  0.303
H 5.065 1.096 -1.823  0.261
H 5.367 0.813 -3.533  0.356
C -2.376 2.328 2.516  -0.559
S -3.524 2.418 1.119  -0.150
C -2.779 3.713 0.206  0.010
C -1.565 3.650 -0.394  -0.453
S -0.454 2.339 -0.444  -0.032
S -1.112 5.141 -1.205  -0.079
C -2.501 6.099 -0.844  0.069
S -2.700 7.663 -1.341  -0.312
S -3.638 5.235 0.109  -0.142
H -2.725 1.523 3.162  0.380
H -2.372 3.265 3.070  0.418
H -1.379 2.096 2.144  -0.148


# 11
Below is C26H32ClMnO4 as an isolated structure, with properties calculated with wB97M-V/def2-TZVPD.

E_HOMO (spin up / spin down) = -0.278 / -0.291 Eh
⟨S²⟩ = 6.185
2S+1 = 5
E = -79508.39767 eV
Orbital gap (spin up / spin down) = 6.04 / 7.11 eV

Each line ends with the Mulliken charge.
Positions of all 64 atoms, in Å:
O -0.935 1.624 -3.133  -0.302
C 0.359 2.219 -3.427  -0.002
C -0.236 3.653 -3.399  -1.071
H 0.805 1.902 -4.384  0.356
H 1.064 1.954 -2.620  -0.016
C -1.584 2.951 -2.943  1.465
H -0.078 4.122 -4.384  0.326
H 0.218 4.336 -2.651  0.311
C -2.853 2.706 -3.757  -1.544
H -2.642 2.376 -4.800  0.344
H -3.555 3.545 -3.799  0.409
H -3.365 1.841 -3.302  0.305
C -1.907 3.357 -1.492  -0.985
H -1.031 3.571 -0.863  0.016
H -2.460 2.571 -0.948  0.045
H -2.510 4.274 -1.421  0.450
Mn 0.076 0.312 1.586  0.131
C 1.097 2.139 2.582  -0.383
C 1.963 1.004 2.599  -0.552
C 2.174 0.571 1.243  -1.133
H 2.526 0.644 3.462  0.933
C 1.344 1.396 0.380  0.065
C 0.647 2.350 1.245  -0.196
H 0.048 3.203 0.924  0.478
H 0.950 2.817 3.429  0.453
H 2.889 -0.187 0.923  0.452
H 1.328 1.335 -0.701  -0.138
C -1.384 -0.499 2.901  -0.400
C -1.921 0.649 2.184  -1.025
C -1.972 0.293 0.787  0.404
H -2.374 1.524 2.648  0.497
C -1.326 -0.980 0.611  -1.008
C -1.080 -1.516 1.925  -0.305
H -0.876 -2.560 2.127  0.450
H -1.352 -0.614 3.982  0.631
H -2.579 0.776 0.026  0.788
H -1.179 -1.499 -0.335  0.577
O -0.235 -1.019 -3.477  -0.210
C -0.369 -0.777 -4.898  -0.153
C 0.463 -1.781 -5.753  -0.536
H -0.071 0.253 -5.131  0.013
H -1.419 -0.844 -5.219  0.330
C 1.190 -2.662 -4.710  -0.485
H 1.169 -1.293 -6.444  0.287
H -0.231 -2.387 -6.361  0.230
C 0.799 -2.060 -3.335  -0.410
H 2.282 -2.634 -4.840  0.241
H 0.864 -3.707 -4.802  0.255
H 1.674 -1.535 -2.905  0.266
H 0.491 -2.862 -2.625  0.241
Cl -0.242 -2.816 8.553  -0.228
C 0.355 -2.660 6.962  0.254
C 0.684 -3.790 6.209  -0.577
C 1.231 -3.638 4.934  -0.524
C 1.382 -2.369 4.394  0.842
C 1.053 -1.238 5.136  -0.054
C 0.518 -1.383 6.413  -0.669
C 2.042 -2.310 3.022  -0.164
O 3.257 -2.552 2.959  -0.694
O 1.281 -2.060 2.025  -0.460
H 0.543 -4.771 6.643  0.416
H 1.530 -4.520 4.363  0.431
H 1.209 -0.245 4.706  0.110
H 0.257 -0.502 6.976  0.423


# 12
Below is C29H36IrN5O3SSe2Te2 as an isolated structure, with properties calculated with wB97M-V/def2-TZVPD.

E_HOMO (spin up / spin down) = -0.354 / -0.354 Eh
Net charge = +1
⟨S²⟩ = 0.758
2S+1 = 2
E = -203202.98660 eV
Orbital gap (spin up / spin down) = 6.22 / 4.67 eV

Each line ends with the Mulliken charge.
Positions of all 79 atoms, in Å:
Ir -0.380 0.115 0.650  1.047
Se 1.261 -0.244 2.444  -0.195
Te 1.204 1.745 3.861  0.141
Te -1.269 2.583 3.417  -0.028
Se -2.138 0.548 2.254  -0.329
C -2.860 -2.432 -2.551  -1.095
N -3.543 -1.568 -1.608  0.277
C -4.907 -1.870 -1.164  -0.556
C -5.223 -0.720 -0.188  -0.624
N -4.059 0.147 -0.360  -0.070
C -3.115 -0.417 -1.107  0.084
S -1.570 0.305 -1.409  -0.368
H -2.674 -3.411 -2.108  0.387
H -1.915 -1.975 -2.832  0.267
H -3.475 -2.559 -3.443  0.377
H -4.929 -2.848 -0.682  0.337
H -5.581 -1.894 -2.021  0.332
H -5.300 -1.063 0.844  0.261
H -6.137 -0.193 -0.452  0.356
H -3.839 0.925 0.241  0.342
C 1.810 -4.156 -4.530  -0.814
C 2.099 -5.093 -3.368  -0.828
N 1.657 -4.546 -2.081  0.301
C 2.687 -4.102 -1.142  -1.074
C 3.393 -2.822 -1.564  -0.337
C 0.339 -4.620 -1.804  0.258
O -0.480 -5.175 -2.522  -0.662
C -0.172 -3.958 -0.551  0.002
C -0.846 -4.696 0.412  -0.471
C -1.389 -4.031 1.498  -1.273
C -1.281 -2.654 1.572  -0.101
N -0.681 -1.936 0.613  -0.239
C -0.123 -2.586 -0.417  -0.222
H 2.149 -4.604 -5.464  0.393
H 2.322 -3.200 -4.405  0.005
H 0.739 -3.974 -4.612  0.344
H 3.169 -5.282 -3.281  0.391
H 1.598 -6.048 -3.522  0.444
H 3.417 -4.910 -1.055  0.466
H 2.240 -3.987 -0.156  0.373
H 3.924 -2.960 -2.507  0.131
H 4.125 -2.527 -0.812  0.503
H 2.687 -1.999 -1.690  -0.107
H -0.932 -5.770 0.305  0.588
H -1.895 -4.565 2.290  0.510
H -1.684 -2.099 2.408  0.458
H 0.351 -1.962 -1.163  0.760
C 5.676 -1.556 -5.272  -1.611
C 5.630 -0.532 -4.168  1.180
C 6.803 -0.194 -3.500  -1.026
C 6.796 0.749 -2.485  -1.002
C 5.611 1.352 -2.105  -0.498
C 4.434 1.027 -2.769  0.102
N 3.185 1.568 -2.381  0.173
C 2.975 2.785 -1.773  0.380
C 3.750 3.903 -2.127  -0.359
C 3.488 5.141 -1.591  -0.581
C 2.435 5.331 -0.689  -0.788
C 1.665 4.251 -0.336  -0.621
C 1.929 2.971 -0.854  -0.275
C 1.112 1.862 -0.381  1.461
O 0.192 2.052 0.497  -0.443
O 1.256 0.652 -0.763  -0.320
C 4.432 0.100 -3.819  0.703
C 3.148 -0.166 -4.561  -1.487
H 6.636 -2.071 -5.274  0.407
H 5.548 -1.092 -6.253  0.395
H 4.892 -2.307 -5.164  0.207
H 7.730 -0.678 -3.780  0.399
H 7.716 1.002 -1.974  0.405
H 5.594 2.060 -1.286  0.592
H 2.464 0.882 -2.217  0.074
H 4.543 3.776 -2.851  0.556
H 4.095 5.985 -1.895  0.405
H 2.226 6.312 -0.286  0.429
H 0.841 4.363 0.354  0.500
H 2.609 0.767 -4.727  0.371
H 2.473 -0.828 -4.009  0.036
H 3.334 -0.626 -5.529  0.494